C2H6N2O2S | ωB97M-V/def2-TZVPD

Positions of all 13 atoms, in Å:
C (2.11073, 0.55195, 0.15325)
C (-0.11163, -0.47320, 0.00113)
H (1.48071, 1.23958, 0.81552)
H (3.23973, 0.40811, 0.28638)
H (1.92278, 1.20463, -0.78273)
H (-0.71793, -2.02345, 1.28926)
H (-2.42914, -0.75131, -0.58455)
H (-1.96560, 1.91083, -0.25462)
N (-1.07534, -1.20985, 0.59619)
N (-0.46726, 0.72363, -0.61703)
O (-1.88933, -1.56098, -0.54305)
O (-1.69209, 1.07522, 0.00183)
S (1.59436, -1.09514, -0.36157)

Calculated values
Electronic energy in Ha: -737.776218
SMILES: CS/C(=N/O)NO
Largest force on an atom in eV/A: 5.04
Lowest unoccupied orbital energy in eV: 0.456
Energy above the lowest of the compared OMol25 structures with the same formula, charge and spin in kcal per mole: 142.35
Orbital gap in eV: 9.10

Mulliken population analysis, charges in e, atoms 1 to 8: C -0.797; C 0.415; H 0.319; H 0.268; H 0.283; H 0.351; H 0.387; H 0.337

C2H6N2O3 | ωB97M-V/def2-TZVPD

Positions of all 13 atoms, in Å:
C (-2.46478, -1.30885, 0.29404)
C (-2.20385, 0.09231, -0.36563)
N (-0.70473, 0.27987, -0.51940)
N (6.43966, 0.83486, 0.50398)
O (6.11569, 2.02684, 0.16306)
O (6.64045, -0.02018, -0.41782)
O (-2.78462, 0.98997, 0.70383)
H (-2.74320, -2.18785, -0.43359)
H (-3.35936, -1.10586, 0.88992)
H (-1.54874, -1.48455, 0.83745)
H (-2.60907, 0.39062, -1.37186)
H (-0.30631, 0.18700, 0.50007)
H (-0.47114, 1.30582, -0.78404)

Calculated values
Electronic energy in Ha: -414.883811
Charge: -2
Largest force on an atom in eV/A: 4.47
Lowest unoccupied orbital energy in eV: 6.513
Energy above the lowest of the compared OMol25 structures with the same formula, charge and spin in kcal per mole: 26.47
Orbital gap in eV: 7.03

Mulliken population analysis, charges in e, atoms 1 to 8: C -0.854; C 0.151; N -0.721; N 0.017; O -0.508; O -0.510; O -0.977; H 0.184

C2H6N2O3 | ωB97M-V/def2-TZVPD

Positions of all 13 atoms, in Å:
C (-1.73469, 0.50530, -0.95601)
C (-1.24997, -0.70843, 1.06372)
N (-0.85195, 0.00299, 0.12713)
N (2.89538, -0.08669, 0.09423)
O (1.84702, 0.52247, -0.47948)
O (3.97167, 0.26568, -0.43586)
O (2.59427, -0.80642, 0.99586)
H (-1.76386, 1.49858, -0.64823)
H (-1.21986, 0.29188, -1.82068)
H (-2.65561, -0.00517, -0.73063)
H (-0.48235, -0.82994, 1.81496)
H (0.96628, 0.19682, -0.17690)
H (-2.31634, -0.84706, 1.15188)

Calculated values
Electronic energy in Ha: -414.851864
SMILES: O=[N+]([O-])O.C=NC
Largest force on an atom in eV/A: 4.61
Lowest unoccupied orbital energy in eV: 0.713
Energy above the lowest of the compared OMol25 structures with the same formula, charge and spin in kcal per mole: 152.96
Orbital gap in eV: 11.18

Mulliken population analysis, charges in e, atoms 1 to 8: C -0.831; C -0.286; N -0.380; N 1.038; O -0.411; O -0.550; O -0.541; H 0.327

C2H6N2O3 | ωB97M-V/def2-TZVPD

Positions of all 13 atoms, in Å:
O (-0.25803, 0.41943, 2.39266)
C (0.14330, -0.15832, 1.42156)
N (-0.72169, -0.86291, 0.55176)
C (-0.23472, -1.36617, -0.67738)
N (0.79904, -0.63476, -1.19988)
O (-0.73330, -2.34949, -1.17401)
H (1.21026, -0.20967, 1.16372)
H (-1.21058, -1.59180, 1.06031)
H (0.70028, 0.36751, -1.05797)
H (1.04252, -0.85735, -2.15619)
H (-0.55678, 2.05151, 0.50171)
H (-0.27556, 2.98772, -0.62512)
O (0.09527, 2.20430, -0.20117)

Calculated values
Electronic energy in Ha: -415.076035
SMILES: NC(=O)NC=O.O
Largest force on an atom in eV/A: 1.11
Lowest unoccupied orbital energy in eV: 0.510
Energy above the lowest of the compared OMol25 structures with the same formula, charge and spin in kcal per mole: 12.29
Orbital gap in eV: 10.91

Mulliken population analysis, charges in e, atoms 1 to 8: O -0.468; C -0.111; N -0.125; C 0.466; N -0.388; O -0.597; H 0.446; H 0.270

C2H6N2O3 | ωB97M-V/def2-TZVPD

Positions of all 13 atoms, in Å:
C (2.28452, 0.19975, 0.14166)
C (-0.07783, 0.02810, -0.40384)
H (2.37460, 0.63914, -0.98976)
H (2.05709, 0.72848, 1.10684)
H (3.06536, -0.58959, 0.25852)
H (-0.97678, -1.87478, 0.36595)
H (-2.89489, -0.75402, -0.55667)
H (-1.88253, 0.90789, 0.48373)
N (-1.10944, -1.05910, -0.17150)
N (-0.11627, 1.27413, -0.37955)
O (1.08791, -0.64705, -0.06993)
O (-2.36116, -0.53349, 0.10221)
O (-1.45058, 1.68053, 0.11235)

Calculated values
Electronic energy in Ha: -414.820771
SMILES: CO/C(=N/O)NO
Largest force on an atom in eV/A: 6.50
Lowest unoccupied orbital energy in eV: 0.704
Energy above the lowest of the compared OMol25 structures with the same formula, charge and spin in kcal per mole: 172.47
Orbital gap in eV: 9.76

Mulliken population analysis, charges in e, atoms 1 to 8: C -0.606; C 0.489; H 0.277; H 0.290; H 0.229; H 0.263; H 0.308; H 0.424

C2H6N2O4 | ωB97M-V/def2-TZVPD

Positions of all 14 atoms, in Å:
C (-0.52335, 1.93018, -0.62883)
N (0.10000, 3.25598, -0.28817)
O (-0.57122, 4.05586, 0.32521)
O (1.23069, 3.42707, -0.70948)
H (0.04642, 1.09159, -0.25119)
H (-0.44871, 1.89689, -1.71646)
H (-1.56124, 1.98512, -0.32265)
C (0.59790, -2.08086, 0.82633)
N (-0.18619, -3.09486, 0.09241)
O (-1.13447, -3.57258, 0.67613)
O (0.13978, -3.38900, -1.03100)
H (1.47170, -1.78641, 0.25620)
H (0.90915, -2.48057, 1.78585)
H (-0.07045, -1.23841, 0.98565)

Calculated values
Electronic energy in Ha: -490.073990
SMILES: C[N+](=O)[O-].C[N+](=O)[O-]
Largest force on an atom in eV/A: 1.09
Lowest unoccupied orbital energy in eV: 0.028
Energy above the lowest of the compared OMol25 structures with the same formula, charge and spin in kcal per mole: 166.48
Orbital gap in eV: 11.47

Mulliken population analysis, charges in e, atoms 1 to 8: C -0.576; N 0.845; O -0.512; O -0.517; H 0.146; H 0.297; H 0.321; C -0.607

C2H6N2O5S2Se2Te2Ti | ωB97M-V/def2-TZVPD

Positions of all 22 atoms, in Å:
Ti (0.17642, -0.73481, -0.07522)
C (0.39191, 3.47715, -0.12596)
O (-0.76220, 3.09020, -0.87115)
C (-1.04387, 1.73533, -0.75774)
O (-0.10205, 0.87554, -0.90220)
N (-2.15628, 1.45733, 0.08373)
N (-2.04061, 0.17798, 0.71306)
H (1.27509, 2.92616, -0.45453)
H (0.23729, 3.31389, 0.94571)
H (0.56207, 4.54078, -0.30519)
H (-3.02954, 1.58216, -0.41089)
H (-2.14851, -0.60272, 0.04394)
H (-2.76059, 0.08554, 1.41218)
Se (4.09635, -3.46177, 0.57807)
Te (6.23220, -4.72387, 0.79721)
Te (2.21799, -2.13517, 0.31407)
Se (1.95864, 0.29138, 0.91122)
O (-1.96080, -3.68789, 0.12522)
S (-0.78700, -2.89009, -0.24558)
O (-1.27803, -1.69366, -1.10979)
O (-0.41077, -2.01540, 1.09202)
S (1.33228, -1.60805, -1.75820)

Calculated values
Electronic energy in Ha: -7550.225980
⟨S²⟩: 2.09
Multiplicity: 3
Charge: -2
Largest force on an atom in eV/A: 4.65
Lowest unoccupied orbital energy (alpha / beta) in eV: 4.290 / 4.206
Energy above the lowest of the compared OMol25 structures with the same formula, charge and spin in kcal per mole: 99.24
Orbital gap (alpha / beta) in eV: 4.78 / 5.06

Mulliken population analysis, charges in e, atoms 1 to 8: Ti 0.193; C -0.656; O -0.381; C 0.338; O -0.283; N -0.255; N -0.307; H 0.193

C2H6N2OS | ωB97M-V/def2-TZVPD

Positions of all 12 atoms, in Å:
C (1.24259, 0.97105, -0.02611)
C (-0.58177, -0.68975, -0.24865)
H (2.30859, 1.01726, -0.34798)
H (0.65761, 1.72201, -0.50375)
H (1.14883, 1.17522, 0.99863)
H (1.76541, -1.33972, 0.92189)
H (-0.72431, -1.74131, -0.30366)
H (-3.64300, 0.81387, 0.00058)
N (0.75273, -0.33282, -0.29578)
N (-1.49317, 0.19893, -0.12856)
O (1.68520, -1.35960, -0.04237)
S (-3.11872, -0.43514, -0.02423)

Calculated values
Electronic energy in Ha: -662.646325
SMILES: CN(O)/C=N/S
Largest force on an atom in eV/A: 1.91
Lowest unoccupied orbital energy in eV: 0.682
Energy above the lowest of the compared OMol25 structures with the same formula, charge and spin in kcal per mole: 75.65
Orbital gap in eV: 8.77

Mulliken population analysis, charges in e, atoms 1 to 8: C -0.948; C 0.084; H 0.283; H 0.365; H 0.361; H 0.337; H 0.407; H 0.154

C2H6N2OS | ωB97M-V/def2-TZVPD

Positions of all 12 atoms, in Å:
C (1.87436, 0.68295, -0.16743)
C (-0.79615, -2.11203, -0.17140)
N (-0.18433, -2.30173, 0.87959)
N (-0.51776, 1.78623, -0.31978)
O (1.79997, 0.59961, -1.31828)
S (2.08703, 0.83784, 1.37283)
H (-1.02513, -1.09190, -0.50753)
H (-1.20771, -2.95474, -0.54054)
H (0.27990, -1.47588, 1.26969)
H (-0.75046, 1.39135, 0.58032)
H (-1.45328, 1.97282, -0.82892)
H (-0.10646, 2.66549, -0.24855)

Calculated values
Electronic energy in Ha: -662.710625
SMILES: O=C=S.C=N.N
Largest force on an atom in eV/A: 4.14
Lowest unoccupied orbital energy in eV: 0.596
Energy above the lowest of the compared OMol25 structures with the same formula, charge and spin in kcal per mole: 35.30
Orbital gap in eV: 10.36

Mulliken population analysis, charges in e, atoms 1 to 8: C 0.614; C -0.212; N -0.531; N -0.673; O -0.314; S -0.313; H 0.154; H 0.327

C2H6N2OS | ωB97M-V/def2-TZVPD

Positions of all 12 atoms, in Å:
C (1.61048, 0.98374, 0.58528)
C (-1.74482, -0.34482, -0.18289)
N (-1.08485, 0.56128, -0.75934)
N (1.49324, -1.45330, -0.14771)
O (-1.17162, -1.39706, 0.35742)
S (2.38369, -0.17066, -0.25692)
H (0.66334, 0.80592, 1.05093)
H (2.07514, 1.94575, 0.64526)
H (-2.83822, -0.37282, -0.05278)
H (-1.62828, 1.32855, -1.13618)
H (1.88919, -2.21669, -0.68201)
H (-0.18041, -1.38676, 0.19183)

Calculated values
Electronic energy in Ha: -662.670312
Largest force on an atom in eV/A: 1.69
Lowest unoccupied orbital energy (alpha / beta) in eV: -0.042 / -0.042
Energy above the lowest of the compared OMol25 structures with the same formula, charge and spin in kcal per mole: 60.59
Orbital gap (alpha / beta) in eV: 8.85 / 8.85

Mulliken population analysis, charges in e, atoms 1 to 8: C -0.452; C 0.123; N -0.550; N -0.596; O -0.486; S 0.239; H 0.254; H 0.279